Formula: C6H14NO
Source: the OMol25 dataset
Level of theory: ωB97M-V with the def2-TZVPD basis set

Properties
HOMO in hartree: -0.089
Frontier orbital gap in eV: 6.3
M in g mol⁻¹: 116.18

```
! RIJCOSX wB97M-V def2-TZVPD def2/J DEFGRID3
* xyz -1 1
C 0.363 -1.500 0.283
O -0.098 -1.564 -0.979
C 0.881 -2.814 0.906
N 1.555 -2.605 2.222
H 1.221 -0.793 0.438
H -0.427 -1.143 0.996
H 0.031 -3.492 1.041
H 1.577 -3.294 0.211
H 1.218 -3.256 2.918
H 2.537 -2.809 2.086
C 0.563 1.507 -1.106
C -0.887 1.849 -0.959
C -1.842 1.038 -1.413
C -1.216 3.095 -0.175
H 1.050 2.033 -1.935
H 0.682 0.426 -1.271
H 1.136 1.761 -0.209
H -2.898 1.246 -1.290
H -1.536 0.085 -1.831
H -2.295 3.264 -0.183
H -0.721 3.967 -0.613
H -0.894 3.000 0.864
*
```

---

Formula: C46H45F6N5
Source: the OMol25 dataset
Level of theory: ωB97M-V with the def2-TZVPD basis set

Properties
HOMO (alpha / beta) in hartree: -0.398 / -0.398
Frontier orbital gap (alpha / beta) in eV: 7.3 / 3.1
Expectation value of S²: 0.767
M in g mol⁻¹: 781.89

```
! RIJCOSX wB97M-V def2-TZVPD def2/J DEFGRID3
* xyz 1 2
F 8.154 -2.082 0.072
C 6.940 -2.143 -0.441
C 6.568 -3.194 -1.326
C 5.260 -3.406 -1.636
C 4.298 -2.495 -1.316
C 4.607 -1.442 -0.424
C 5.921 -1.300 0.068
H 7.187 -3.987 -1.719
H 5.105 -4.337 -2.160
H 3.316 -2.641 -1.741
H 3.859 -0.761 -0.047
H 6.206 -0.525 0.764
F 2.874 -2.420 -4.269
C 1.839 -3.224 -4.138
C 1.889 -4.547 -4.582
C 0.671 -5.253 -4.558
C -0.481 -4.729 -3.981
C -0.422 -3.487 -3.394
C 0.731 -2.718 -3.503
H 2.742 -5.010 -5.056
H 0.652 -6.232 -5.012
H -1.398 -5.296 -3.914
H -1.307 -3.086 -2.924
H 0.919 -1.730 -3.110
F 0.821 2.382 2.717
C 0.946 2.658 4.024
C 1.117 1.632 4.949
C 1.616 1.983 6.195
C 1.731 3.350 6.517
C 1.422 4.360 5.644
C 1.021 4.008 4.405
H 1.056 0.581 4.707
H 1.984 1.201 6.843
H 2.188 3.680 7.438
H 1.538 5.367 6.017
H 0.779 4.657 3.576
F -4.536 0.917 1.045
C -4.172 1.881 1.864
C -4.821 1.992 3.019
C -4.396 2.956 3.969
C -3.378 3.860 3.681
C -2.763 3.813 2.385
C -3.154 2.789 1.489
H -5.557 1.255 3.306
H -5.120 3.144 4.748
H -3.163 4.598 4.439
H -2.006 4.533 2.107
H -2.702 2.683 0.514
F -2.787 -0.947 -6.099
C -3.284 -0.306 -5.011
C -2.575 -0.199 -3.801
C -3.297 0.424 -2.783
C -4.612 0.844 -2.946
C -5.241 0.753 -4.157
C -4.526 0.224 -5.215
H -1.554 -0.552 -3.804
H -2.773 0.531 -1.845
H -5.141 1.241 -2.092
H -6.200 1.235 -4.272
H -4.889 0.305 -6.229
F 0.245 2.634 -0.702
C 0.664 3.122 -1.875
C 0.473 2.457 -3.076
C 0.944 3.097 -4.242
C 1.808 4.200 -4.199
C 2.077 4.717 -2.923
C 1.584 4.118 -1.788
H -0.205 1.626 -3.202
H 0.568 2.725 -5.183
H 2.119 4.798 -5.043
H 2.684 5.608 -2.858
H 1.849 4.464 -0.800
C -2.797 -4.923 2.839
C -1.971 -4.067 1.880
N -1.336 -3.381 1.158
H -3.389 -4.288 3.498
H -2.208 -5.566 3.493
H -3.434 -5.553 2.219
C -1.037 0.038 0.813
C 0.176 -0.346 0.167
N 1.040 -0.706 -0.438
H -1.653 0.690 0.194
H -0.827 0.415 1.813
H -1.643 -0.854 0.970
C 3.626 2.147 0.139
C 4.860 2.048 0.976
N 5.808 1.919 1.612
H 3.198 1.163 -0.050
H 3.955 2.564 -0.813
H 2.896 2.734 0.697
C 1.176 -2.104 3.194
C 2.157 -1.042 2.896
N 2.987 -0.289 2.685
H 1.045 -2.736 2.316
H 0.252 -1.619 3.508
H 1.501 -2.679 4.062
C -4.608 -2.076 1.271
C -5.228 -3.303 1.021
N -5.688 -4.361 0.770
H -4.403 -1.658 0.286
H -3.669 -2.010 1.821
H -5.301 -1.512 1.896
*
```

---

Formula: C22H37ClCoP2
Source: the OMol25 dataset
Level of theory: ωB97M-V with the def2-TZVPD basis set

Properties
HOMO (alpha / beta) in hartree: -0.193 / -0.184
Frontier orbital gap (alpha / beta) in eV: 2.9 / 2.8
Expectation value of S²: 3.868
M in g mol⁻¹: 457.87

```
! RIJCOSX wB97M-V def2-TZVPD def2/J DEFGRID3
* xyz 0 4
P -0.397 1.719 -0.391
P 2.690 0.563 -1.630
C 1.175 2.662 -0.771
C 1.603 1.989 -2.034
H 1.874 2.506 0.071
H 0.912 3.708 -0.958
H 0.781 1.679 -2.712
H 2.290 2.607 -2.600
C 3.936 1.160 -0.403
H 4.918 0.623 -0.413
H 3.605 1.170 0.676
H 4.095 2.215 -0.752
C 3.662 0.843 -3.197
H 4.439 1.637 -3.084
H 2.948 1.204 -3.941
H 4.023 -0.139 -3.532
C -0.857 3.264 0.773
H -1.931 3.370 1.049
H -0.597 4.179 0.201
H -0.267 3.279 1.704
C -1.601 2.735 -1.603
H -1.873 2.102 -2.463
H -1.041 3.639 -1.915
H -2.525 3.054 -1.070
Co 1.226 -0.656 -1.288
C -1.482 -0.110 2.953
C -1.252 1.210 3.027
C -2.436 2.136 3.394
C -3.744 1.682 2.676
C -3.850 1.701 1.186
C -3.326 0.810 0.350
C -2.678 -0.537 0.573
C -1.802 -0.981 1.771
C -0.143 -1.482 -2.704
H -1.663 -0.703 3.898
H -0.267 1.701 2.812
H -2.152 3.181 3.146
H -2.616 2.056 4.498
H -3.835 0.656 3.051
H -4.626 2.232 3.037
H -4.529 2.446 0.778
H -3.146 1.135 -0.738
H -2.085 -0.802 -0.328
H -3.553 -1.222 0.572
H -2.312 -1.857 2.214
H -0.866 -1.385 1.359
H 0.345 -1.655 -3.689
H -0.962 -0.744 -2.828
H -0.550 -2.467 -2.378
Cl 2.443 -2.802 -2.250
C 1.938 -3.865 -0.951
C 1.946 -5.254 -1.104
C 1.381 -6.085 -0.117
C 0.793 -5.496 1.021
C 0.948 -4.122 1.233
C 1.431 -3.263 0.211
C 1.490 -1.771 0.333
H 2.400 -5.685 -1.992
H 1.408 -7.173 -0.207
H 0.233 -6.115 1.718
H 0.664 -3.679 2.194
H 0.833 -1.361 1.115
H 2.536 -1.437 0.447
*
```

---

Formula: CHN3O
Source: the OMol25 dataset
Level of theory: ωB97M-V with the def2-TZVPD basis set

Properties
HOMO in hartree: -0.410
Frontier orbital gap in eV: 12.1
SMILES: N=C=O.N#N
M in g mol⁻¹: 71.04

```
! RIJCOSX wB97M-V def2-TZVPD def2/J DEFGRID3
* xyz 0 1
C -0.137 -1.340 -0.362
N -1.463 -2.095 2.903
N -2.295 -2.720 2.556
N 0.982 -1.027 -0.124
O -1.173 -1.686 -0.737
H 1.689 -0.810 0.547
*
```

---

Q: What is the formula in the fourth record?
A: CHN3O